This record from the Open Molecules 2025 dataset describes a structure of composition C2H3BeF4O in a non-equilibrium geometry. The level of theory is ωB97M-V/def2-TZVPD.

Values from the calculation:
- strongest force on any atom (hartree/bohr) = 0.0866
- orbital gap (eV) = 14.3748
- E (Eh) = -567.26892
- E_HOMO (eV) = -18.8
- net charge = +1

Each line ends with the Mulliken charge.
Atoms and positions in Å:
F: 0.853 1.239 1.466  -0.210
F: 1.028 1.646 -0.658  -0.170
F: 2.004 -0.070 0.162  -0.169
F: -1.573 -0.189 2.584  -0.080
O: -0.225 -0.023 0.119  0.031
C: -0.477 -0.748 -1.120  -0.431
C: 0.938 0.686 0.227  0.922
Be: -0.906 0.204 1.404  0.214
H: -0.374 -0.051 -1.956  0.326
H: 0.233 -1.578 -1.189  0.287
H: -1.501 -1.115 -1.040  0.280

This record from the Open Molecules 2025 dataset describes a cluster of 2 separate species, C12H12 in total in a non-equilibrium geometry. The level of theory is ωB97M-V/def2-TZVPD.

Values from the calculation:
- strongest force on any atom (hartree/bohr) = 0.1057
- orbital gap (eV) = 9.0916
- E (Eh) = -464.19105
- E_HOMO (eV) = -8.6
- net charge = 0
- energy above the lowest of the compared OMol25 structures with the same formula, charge and spin (kcal per mole) = 176.3

Each line ends with the Mulliken charge.
Atoms and positions in Å:
C: 2.888 0.252 -0.086  -0.290
C: -1.389 -0.130 1.145  -0.016
C: 0.761 -0.005 -0.081  0.326
C: -3.455 0.553 0.091  -0.146
C: -1.373 0.607 -1.121  -0.182
C: -2.787 0.611 -1.116  -0.726
C: 1.715 0.978 -0.629  -0.119
C: 1.807 0.527 0.921  -0.206
C: 1.671 2.018 0.523  -0.547
C: -2.725 0.226 1.306  -0.768
C: 1.023 -2.203 -0.425  -1.193
C: -0.719 0.127 0.017  0.114
H: 0.026 -2.613 -0.857  0.253
H: -3.270 -0.121 2.187  0.334
H: -3.329 0.965 -1.975  0.377
H: 2.549 2.612 0.628  0.234
H: 3.913 0.629 0.067  0.243
H: 0.944 -2.258 0.622  0.434
H: -0.812 0.672 -2.067  0.341
H: 0.819 2.506 0.554  0.340
H: -4.583 0.592 0.065  0.297
H: -0.878 -0.396 2.071  0.391
H: 2.842 -0.686 -0.540  0.051
H: 1.914 -2.624 -0.715  0.457

This record from the Open Molecules 2025 dataset describes a cluster of 2 separate species, C6H12N3 in total in a non-equilibrium geometry. The level of theory is ωB97M-V/def2-TZVPD.

Values from the calculation:
- strongest force on any atom (hartree/bohr) = 0.1148
- orbital gap (eV) = 9.1885
- E (Eh) = -399.73849
- E_HOMO (eV) = -13.6
- net charge = +1
- energy above the lowest of the compared OMol25 structures with the same formula, charge and spin (kcal per mole) = 89.4

Each line ends with the Mulliken charge.
Atoms and positions in Å:
N: 1.471 -0.391 -1.221  -0.443
N: 0.423 -0.187 0.872  0.115
N: -1.126 1.706 -0.613  -0.702
C: -0.265 -0.585 3.223  -0.713
C: -0.512 -0.733 -2.708  -1.252
C: -0.523 -0.343 -0.122  -0.068
C: 0.186 -0.531 -1.392  0.537
C: 1.735 -0.164 0.076  -0.631
C: 0.626 0.017 2.405  0.030
H: -1.917 1.644 -1.367  0.290
H: -1.049 -1.196 2.827  0.207
H: 2.168 0.834 0.397  0.412
H: 2.463 -0.949 0.488  0.383
H: -0.975 -1.754 -2.557  0.327
H: -1.275 -0.091 -2.867  0.391
H: 0.178 -0.731 -3.572  0.328
H: -1.294 2.298 0.143  0.239
H: -0.177 1.966 -1.126  0.335
H: 1.486 0.579 2.678  0.346
H: -1.446 -0.611 0.175  0.556
H: -0.176 -0.777 4.260  0.312

This record from the Open Molecules 2025 dataset describes the molecule CH5N3O in a non-equilibrium geometry. The level of theory is ωB97M-V/def2-TZVPD.

Values from the calculation:
- strongest force on any atom (hartree/bohr) = 0.1101
- orbital gap (eV) = 10.2053
- E (Eh) = -280.56853
- E_HOMO (eV) = -9.6
- net charge = 0
- structure (SMILES) = NNC(N)=O
- energy above the lowest of the compared OMol25 structures with the same formula, charge and spin (kcal per mole) = 22.6

Each line ends with the Mulliken charge.
Atoms and positions in Å:
O: 0.058 2.130 -0.439  -0.597
N: 0.088 -1.237 -0.295  -0.676
N: -0.226 0.557 1.413  -0.474
N: 0.051 0.057 -0.777  -0.073
C: 0.034 1.071 0.108  0.431
H: -0.152 -1.847 -1.159  0.284
H: 0.494 0.120 -1.743  0.259
H: 1.095 -1.650 -0.262  0.235
H: -0.618 -0.396 1.187  0.350
H: -0.823 1.194 1.966  0.261

This record from the Open Molecules 2025 dataset describes a structure of composition C16H20F5N3OPS2Tl. The level of theory is ωB97M-V/def2-TZVPD.

Values from the calculation:
- strongest force on any atom (hartree/bohr) = 0.0082
- orbital gap (eV) = 7.2723
- E (Eh) = -2670.68342
- E_HOMO (eV) = -7.2
- net charge = 0
- energy above the lowest of the compared OMol25 structures with the same formula, charge and spin (kcal per mole) = 0.0

Each line ends with the Mulliken charge.
Atoms and positions in Å:
Tl: 1.592 1.496 -1.019  0.505
S: 3.365 -0.409 -2.055  -0.470
S: 1.936 1.114 2.994  0.261
P: -0.858 -0.191 -0.092  0.657
F: 0.366 -0.562 -2.869  -0.144
F: 0.813 -3.821 -6.171  -0.305
F: -0.727 -2.148 -4.658  -0.321
F: 4.623 -2.295 -3.943  -0.332
F: 3.498 -3.841 -5.790  -0.296
O: 2.049 0.985 1.498  -0.513
N: -2.955 -2.038 -0.064  0.106
N: -3.034 -0.298 1.666  0.123
N: -3.564 0.257 -0.665  0.108
C: 1.199 -1.374 -3.548  0.445
C: -2.214 0.682 -1.040  -0.826
C: -1.527 -1.913 -0.374  -0.969
C: 2.732 -3.034 -5.053  0.228
C: 1.369 -3.028 -5.258  0.567
C: 0.600 -2.183 -4.492  -0.019
C: -3.235 -1.713 1.333  -0.936
C: 2.563 -1.356 -3.281  -0.165
C: 3.397 3.329 3.371  -0.541
C: -1.615 0.064 1.595  -0.883
C: -3.837 0.515 0.747  -0.960
C: 3.505 1.824 3.568  -0.711
C: -3.765 -1.171 -0.921  -0.975
C: 2.016 3.693 3.909  -0.730
C: 3.300 -2.224 -4.092  0.241
C: 1.041 2.685 3.299  -0.453
H: -3.536 -1.384 -1.966  0.423
H: -2.592 -2.320 1.973  0.397
H: 3.603 1.556 4.624  0.379
H: -1.501 1.118 1.865  0.347
H: 1.733 4.714 3.655  0.321
H: -4.274 -1.967 1.543  0.313
H: 0.715 2.973 2.298  0.256
H: 0.169 2.480 3.920  0.435
H: -1.360 -2.166 -1.421  0.364
H: -1.053 -0.523 2.325  0.427
H: 2.009 3.610 4.998  0.306
H: 3.467 3.568 2.308  0.255
H: -3.659 1.571 0.959  0.375
H: -2.119 1.759 -0.881  0.450
H: -0.957 -2.618 0.232  0.438
H: -4.816 -1.401 -0.740  0.278
H: 4.291 1.336 2.993  0.417
H: 4.193 3.861 3.890  0.355
H: -4.888 0.295 0.934  0.299
H: -2.058 0.493 -2.104  0.478

This record from the Open Molecules 2025 dataset describes a cluster of 5 separate species, C33H53Br2FN4O12 in total in a non-equilibrium geometry. The level of theory is ωB97M-V/def2-TZVPD.

Values from the calculation:
- strongest force on any atom (hartree/bohr) = 0.0916
- orbital gap (eV) = 8.8330
- E (Eh) = -7658.84778
- E_HOMO (eV) = -8.6
- net charge = 0
- structure (SMILES) = CNC[C@@]1(c2ccccn2)C(=O)N[C@](CC(=O)F)([C@H](Br)[C@@H](C)Br)[C@@H]1CON=O.CCOC(C)=O.CCOC(C)=O.CCOC(C)=O.CCOC(C)=O

Each line ends with the Mulliken charge.
Atoms and positions in Å:
Br: -3.565 -2.377 -0.738  -0.016
Br: -2.088 -3.825 2.498  -0.124
F: -5.186 0.053 0.460  -0.314
O: 5.805 -0.315 -4.202  -0.554
O: -4.617 -7.485 -1.213  -0.356
O: -5.744 3.807 5.492  -0.378
O: -5.183 5.679 6.518  -0.566
O: -4.053 -5.613 -0.190  -0.491
O: -1.577 3.670 -2.757  -0.469
O: 4.657 4.867 3.496  -0.511
O: 1.596 -0.970 1.906  -0.464
O: -4.107 1.604 1.548  -0.449
O: 5.202 -2.178 -5.218  -0.361
O: -1.964 2.179 -1.388  -0.221
O: 6.006 3.216 2.932  -0.352
N: -1.118 2.653 -2.360  0.214
N: -0.777 -0.827 2.169  -0.393
N: 1.589 1.937 2.438  -0.035
N: 1.688 2.207 -0.704  -0.148
C: 2.904 1.306 -2.625  -0.105
C: 8.176 2.364 3.628  -0.979
C: -3.156 -0.610 1.904  -1.095
C: -1.800 -2.024 0.107  -0.613
C: 4.611 -0.005 -6.213  -0.930
C: 1.206 0.959 -0.577  -0.505
C: 2.391 3.194 2.357  -0.728
C: -4.687 -8.318 -3.498  -0.948
C: -1.319 0.548 0.322  -0.605
C: 1.422 -0.224 -1.392  -0.448
C: 2.548 2.396 -1.737  -0.702
C: 2.352 -0.083 -2.542  -0.932
C: -5.398 -8.219 -2.164  -0.419
C: 6.951 5.433 3.432  -1.161
C: 0.240 0.750 0.657  2.817
C: 5.780 4.500 3.266  0.864
C: -5.739 5.149 5.591  0.739
C: -6.357 5.968 4.487  -0.895
C: -5.246 -5.324 -2.210  -0.911
C: 0.319 2.002 1.673  -1.495
C: -1.328 -3.395 0.731  0.067
C: 0.560 -0.454 1.640  -0.796
C: 0.239 -3.581 0.807  -1.097
C: -4.616 -6.142 -1.113  0.719
C: 5.231 -0.834 -5.117  0.760
C: -1.780 0.754 -1.175  -0.851
C: -4.140 0.444 1.306  0.587
C: 7.266 2.714 2.469  -0.448
C: -6.520 3.074 4.535  -0.609
C: 4.402 -2.896 -6.165  -0.384
C: 5.106 -3.011 -7.502  -0.994
C: -1.804 -0.784 1.087  1.619
C: -5.798 2.970 3.207  -0.592
H: 0.930 -1.204 -1.192  0.172
H: 2.618 -0.913 -3.226  0.491
H: 3.406 -2.456 -6.251  0.294
H: 0.162 2.964 1.126  0.188
H: -6.402 -7.800 -2.253  0.369
H: 3.380 2.914 1.891  0.071
H: 2.659 3.541 3.394  0.378
H: -6.371 2.365 2.503  0.319
H: 7.040 1.808 1.904  0.344
H: -4.529 -7.335 -3.945  0.275
H: 4.196 0.899 -5.767  0.242
H: 4.513 -3.606 -8.199  0.359
H: 6.082 -3.483 -7.378  0.297
H: -1.116 0.276 -1.937  0.430
H: 9.111 1.932 3.265  0.359
H: 7.815 5.172 2.825  0.351
H: -4.476 -5.030 -2.924  0.234
H: -1.741 1.480 0.801  0.463
H: 5.382 0.270 -6.933  0.316
H: -2.802 0.300 -1.320  0.403
H: -0.885 -0.120 2.900  0.585
H: 7.238 5.462 4.483  0.281
H: -2.979 -0.291 2.969  0.424
H: -5.684 -4.430 -1.764  0.250
H: -1.698 -4.198 0.034  0.525
H: -7.161 5.462 3.958  0.322
H: -5.265 -8.925 -4.198  0.346
H: 1.324 1.854 3.425  0.289
H: -5.579 6.258 3.780  0.236
H: -3.702 -8.771 -3.371  0.297
H: 1.892 4.038 1.820  0.210
H: -7.522 3.497 4.437  0.367
H: -5.518 -9.220 -1.746  0.300
H: -6.794 6.864 4.928  0.312
H: 5.283 -2.031 -7.949  0.272
H: 0.621 -3.416 1.842  0.356
H: 4.263 -3.894 -5.746  0.378
H: -3.741 -1.569 1.990  0.305
H: -4.820 2.517 3.343  0.279
H: -6.647 2.074 4.953  0.316
H: 3.010 3.396 -1.932  0.357
H: 0.518 -4.640 0.533  0.370
H: -1.108 -1.817 -0.757  0.220
H: 3.641 1.530 -3.437  0.164
H: 7.729 3.409 1.765  0.359
H: 0.817 -2.919 0.114  0.214
H: -6.054 -5.832 -2.732  0.353
H: -5.632 3.952 2.761  0.189
H: -0.511 1.940 2.442  0.577
H: 7.689 1.645 4.289  0.311
H: 3.789 -0.497 -6.729  0.343
H: 8.413 3.241 4.233  0.273
H: 6.643 6.430 3.116  0.319